[1]
Molecular formula: C2H3ClFI
Method: DFT, ωB97M-V/def2-TZVPD

Kohn-Sham gap: 0.2362 hartree
M: 208.401 g mol⁻¹
strongest force on any atom: 0.0415 hartree/bohr
highest occupied orbital energy: -9.325 eV
energy relative to the best compared isomer or geometry (same formula, charge and spin): 93.7 kcal per mole
LUMO level: -2.90 eV
spin multiplicity: 1

Positions of all 8 atoms, in Å:
1 C 0.778 0.040 -0.603
2 C -0.653 0.196 -0.209
3 F -1.160 -1.649 2.726
4 Cl -1.095 0.263 1.371
5 I 1.456 2.047 -1.465
6 H 1.324 -0.333 0.347
7 H 0.973 -0.612 -1.462
8 H -1.622 0.048 -0.706

Charges computed using Löwdin, reported in e: number 1, C, carries -0.57; number 2, C, carries -0.59; number 3, F, carries -0.67; number 4, Cl, carries 0.94; number 5, I, carries 0.69; number 6, H, carries 0.10; number 7, H, carries 0.04; number 8, H, carries 0.07


[2]
Molecular formula: C37H59Br2N11OPbSe
Method: DFT, ωB97M-V/def2-TZVPD

Kohn-Sham gap (spin up / spin down): 0.0976 / 0.0958 hartree
charge: +2
M: 1119.923 g mol⁻¹
strongest force on any atom: 0.0283 hartree/bohr
highest occupied orbital energy (spin up / spin down): -11.057 / -11.048 eV
energy relative to the best compared isomer or geometry (same formula, charge and spin): 75.0 kcal per mole
LUMO level (spin up / spin down): -8.40 / -8.44 eV
spin multiplicity: 1

Positions of all 112 atoms, in Å:
1 Pb -0.043 -0.144 -0.739
2 C -0.756 -0.795 -5.691
3 N 0.295 0.117 -5.299
4 C 0.883 0.807 -6.428
5 C 0.677 0.344 -4.020
6 N 0.561 -0.544 -3.050
7 C 0.629 -1.958 -3.357
8 C 1.547 -2.631 -2.340
9 N 1.019 -2.533 -0.977
10 C 2.080 -2.790 -0.003
11 C 3.035 -1.630 0.250
12 N 2.465 -0.424 0.824
13 C 3.353 0.387 1.370
14 N 3.006 1.586 1.878
15 C 3.993 2.620 2.077
16 C 1.670 1.882 2.296
17 N 4.679 0.040 1.564
18 C 5.211 0.076 2.910
19 C 5.666 -0.161 0.528
20 C -0.077 -3.483 -0.766
21 C -0.928 -3.124 0.448
22 N -1.720 -1.934 0.223
23 C -2.867 -1.836 0.814
24 N -3.268 -2.638 1.839
25 C -2.432 -2.971 2.974
26 C -4.646 -3.057 1.996
27 N -3.726 -0.817 0.337
28 C -4.888 -1.217 -0.442
29 C -4.046 0.198 1.323
30 N 1.265 1.531 -3.747
31 C 2.344 1.620 -2.790
32 C 0.799 2.803 -4.246
33 H -1.468 -0.260 -6.322
34 H -0.360 -1.629 -6.272
35 H -1.281 -1.185 -4.828
36 H 1.066 0.076 -7.217
37 H 0.210 1.571 -6.825
38 H 1.829 1.263 -6.148
39 H -0.361 -2.423 -3.322
40 H 1.053 -2.116 -4.352
41 H 1.722 -3.677 -2.628
42 H 2.509 -2.117 -2.377
43 H 1.634 -3.070 0.948
44 H 2.692 -3.638 -0.341
45 H 3.820 -2.015 0.913
46 H 3.499 -1.354 -0.704
47 H 4.261 2.728 3.129
48 H 4.887 2.414 1.497
49 H 3.579 3.564 1.725
50 H 1.598 2.936 2.554
51 H 1.416 1.281 3.176
52 H 0.964 1.645 1.501
53 H 4.394 0.111 3.626
54 H 5.766 -0.849 3.076
55 H 5.892 0.911 3.093
56 H 5.215 -0.040 -0.452
57 H 6.466 0.578 0.633
58 H 6.117 -1.153 0.605
59 H -0.712 -3.505 -1.651
60 H 0.323 -4.494 -0.609
61 H -1.582 -3.972 0.676
62 H -0.255 -2.981 1.300
63 H -1.459 -2.494 2.890
64 H -2.916 -2.593 3.881
65 H -2.302 -4.050 3.080
66 H -5.047 -3.376 1.037
67 H -4.661 -3.911 2.669
68 H -5.285 -2.281 2.424
69 H -4.652 -2.098 -1.035
70 H -5.769 -1.423 0.176
71 H -5.142 -0.398 -1.111
72 H -4.734 -0.132 2.111
73 H -3.124 0.550 1.779
74 H -4.514 1.032 0.801
75 H 2.748 0.630 -2.607
76 H 3.122 2.258 -3.212
77 H 2.024 2.049 -1.839
78 H -0.182 2.705 -4.702
79 H 0.715 3.496 -3.404
80 H 1.494 3.230 -4.973
81 C -3.040 -0.017 -2.783
82 C -3.003 1.268 -2.028
83 C -4.113 2.133 -1.989
84 C -3.998 3.371 -1.416
85 C -2.749 3.781 -0.914
86 C -2.488 5.081 -0.416
87 Br -3.876 6.373 -0.281
88 C -1.218 5.441 -0.028
89 C -0.197 4.510 -0.075
90 Br 1.556 5.010 0.409
91 C -0.380 3.163 -0.461
92 O 0.558 2.312 -0.424
93 C -1.700 2.826 -0.937
94 N -1.861 1.595 -1.455
95 H -4.003 -0.167 -3.263
96 H -2.814 -0.845 -2.115
97 H -2.263 0.015 -3.544
98 H -5.051 1.821 -2.419
99 H -4.838 4.051 -1.382
100 H -1.024 6.446 0.312
101 Se 0.984 -1.264 2.962
102 C 0.757 -0.890 4.810
103 C -0.148 0.089 5.230
104 C -0.446 0.217 6.570
105 C 0.153 -0.624 7.501
106 C 1.067 -1.583 7.086
107 C 1.386 -1.709 5.750
108 H -0.623 0.732 4.502
109 H -1.151 0.969 6.890
110 H -0.085 -0.528 8.550
111 H 1.527 -2.238 7.809
112 H 2.095 -2.456 5.425

Atom charges from the Löwdin analysis, given in e for atoms 1 to 8: number 1, Pb, carries 1.52; number 2, C, carries -0.05; number 3, N, carries -0.12; number 4, C, carries -0.03; number 5, C, carries -0.40; number 6, N, carries -0.07; number 7, C, carries -0.22; number 8, C, carries -0.17


[3]
Molecular formula: C4H4N2O
Method: DFT, ωB97M-V/def2-TZVPD

Kohn-Sham gap: 0.3003 hartree
M: 96.089 g mol⁻¹
strongest force on any atom: 0.0140 hartree/bohr
highest occupied orbital energy: -8.774 eV
energy relative to the best compared isomer or geometry (same formula, charge and spin): 63.6 kcal per mole
structure (SMILES): N=C=C/N=C\C=O
LUMO level: -0.60 eV
spin multiplicity: 1

Positions of all 11 atoms, in Å:
1 N 2.436 0.336 -0.391
2 C 1.505 -0.382 -0.098
3 C 0.585 -1.340 0.079
4 N -0.788 -1.280 -0.017
5 C -1.549 -0.249 -0.082
6 C -1.187 1.181 -0.013
7 O -0.053 1.611 0.071
8 H 2.745 1.026 0.289
9 H 0.979 -2.330 0.294
10 H -2.622 -0.449 -0.121
11 H -2.051 1.875 -0.011

Atom charges from the Löwdin analysis, given in e for atoms 1 to 8: number 1, N, carries 0.18; number 2, C, carries -0.14; number 3, C, carries -0.16; number 4, N, carries 0.05; number 5, C, carries -0.14; number 6, C, carries -0.23; number 7, O, carries 0.03; number 8, H, carries 0.09


What is the formula in the second record? C37H59Br2N11OPbSe